A 2-piece molecular cluster, C56H69F3N3 overall at a distorted geometry. Source: OMol25; level of theory: ωB97M-V with the def2-TZVPD basis set.

## Properties
**Charge**: +1
**Highest occupied orbital energy**: -8.148 eV
**Kohn-Sham gap**: 2.888 eV

Each line ends with the Mulliken charge.
Atoms and positions in Å:
C -4.114 0.112 -1.283  -1.129
C -4.030 -0.769 -0.048  2.248
C -4.601 -2.166 -0.300  -1.496
C -4.711 -0.091 1.134  0.503
C -6.087 0.157 1.087  -0.555
C -6.758 0.625 2.213  -1.449
C -6.051 0.831 3.400  -0.504
C -4.680 0.600 3.469  0.515
C -3.913 0.819 4.768  1.688
C -4.743 0.512 6.011  -1.831
C -3.357 2.235 4.842  -1.378
C -3.999 0.206 2.304  -0.913
N -2.574 -0.015 2.365  1.891
N -2.130 -1.016 3.168  -1.320
N -0.816 -1.166 2.864  1.575
C -0.153 -2.405 3.216  -0.823
C 0.115 -3.381 2.237  0.495
C -0.417 -3.278 0.813  2.154
C -1.303 -4.482 0.492  -1.610
C 0.723 -3.162 -0.197  -1.462
C 0.884 -4.491 2.596  -0.171
C 1.347 -4.633 3.904  -1.616
C 1.021 -3.688 4.880  -0.622
C 0.214 -2.598 4.554  0.612
C -0.198 -1.583 5.608  1.419
C 0.898 -0.543 5.806  -1.281
C -0.539 -2.269 6.929  -1.763
C -0.384 -0.154 2.008  -0.382
C 1.008 0.249 1.963  1.478
C 1.330 1.632 1.990  -0.788
C 2.646 2.064 2.043  -1.472
C 3.666 1.123 2.023  0.376
C 5.091 1.608 2.056  0.763
F 5.990 0.624 1.763  -0.277
F 5.293 2.621 1.155  -0.259
F 5.412 2.096 3.295  -0.250
C 3.405 -0.246 2.023  -1.418
C 2.086 -0.680 2.013  0.134
C -1.516 0.550 1.601  1.634
C -1.608 1.576 0.662  -2.829
H -3.577 1.050 -1.115  0.058
H -3.662 -0.395 -2.140  0.403
H -5.160 0.352 -1.512  0.278
H -2.975 -0.890 0.218  -1.080
H -4.525 -2.790 0.598  0.376
H -5.658 -2.098 -0.582  0.309
H -4.050 -2.666 -1.104  0.394
H -6.633 -0.034 0.164  0.419
H -7.821 0.849 2.166  0.392
H -6.583 1.178 4.284  0.221
H -3.078 0.106 4.746  -0.362
H -5.199 -0.482 5.957  0.412
H -4.107 0.550 6.901  0.413
H -5.534 1.263 6.124  0.394
H -2.727 2.467 3.977  0.314
H -4.191 2.949 4.866  0.316
H -2.764 2.355 5.754  0.358
H -1.029 -2.369 0.756  -1.118
H -2.120 -4.582 1.216  0.354
H -1.744 -4.382 -0.507  0.395
H -0.713 -5.407 0.523  0.374
H 1.342 -2.278 -0.003  0.296
H 1.369 -4.049 -0.140  0.296
H 0.323 -3.081 -1.214  0.464
H 1.111 -5.243 1.835  0.352
H 1.973 -5.484 4.167  0.369
H 1.376 -3.796 5.908  0.299
H -1.103 -1.094 5.223  -0.274
H 1.163 -0.049 4.863  0.228
H 0.572 0.218 6.523  0.404
H 1.800 -1.036 6.194  0.298
H -1.250 -3.088 6.779  0.389
H 0.371 -2.676 7.383  0.370
H -0.980 -1.548 7.624  0.447
H 0.513 2.356 2.000  0.542
H 2.875 3.127 2.116  0.445
H 4.221 -0.965 2.046  0.533
H 1.879 -1.757 2.055  0.414
H -0.653 1.911 0.255  0.214
H -2.578 1.982 0.413  0.452
C 2.465 1.227 -9.171  -1.516
C 1.760 1.385 -7.862  0.559
C 0.454 1.861 -7.820  -0.828
C -0.245 1.983 -6.620  1.620
C -1.666 2.467 -6.725  -2.157
C 0.389 1.640 -5.404  0.265
C -0.346 1.677 -4.059  0.501
C -1.401 0.557 -3.957  -1.297
C -0.934 3.059 -3.654  -0.331
C 0.056 4.044 -3.187  -0.220
C -0.017 5.443 -3.399  0.717
C 1.194 6.216 -3.570  0.772
C 2.508 5.536 -3.815  -1.580
C 1.149 7.601 -3.618  -0.908
C -0.058 8.304 -3.534  0.632
C -0.050 9.803 -3.510  -1.440
C -1.250 7.574 -3.473  -0.974
C -1.265 6.186 -3.409  1.247
C -2.607 5.527 -3.421  -1.650
C 1.711 1.150 -5.445  0.809
C 2.443 0.696 -4.206  -1.505
C 2.374 1.041 -6.660  -0.986
H 3.477 0.842 -9.022  0.359
H 1.927 0.529 -9.824  0.331
H 2.536 2.179 -9.712  0.340
H -0.047 2.132 -8.749  0.462
H -2.316 2.112 -5.919  0.226
H -1.714 3.568 -6.749  0.321
H -2.112 2.124 -7.673  0.489
H 0.405 1.448 -3.291  0.263
H -0.930 -0.402 -4.205  0.496
H -1.804 0.498 -2.933  -0.041
H -2.239 0.709 -4.654  0.333
H -1.507 3.487 -4.488  -0.168
H -1.657 2.897 -2.827  0.213
H 0.945 3.626 -2.704  0.439
H 3.290 6.291 -3.970  0.373
H 2.799 4.894 -2.978  0.341
H 2.480 4.912 -4.720  0.343
H 2.082 8.153 -3.776  0.377
H -1.070 10.192 -3.426  0.369
H 0.533 10.199 -2.667  0.357
H 0.418 10.180 -4.428  0.353
H -2.203 8.111 -3.510  0.358
H -3.376 6.266 -3.171  0.496
H -2.877 5.153 -4.420  0.334
H -2.687 4.703 -2.706  0.220
H 3.427 0.310 -4.499  0.412
H 2.620 1.521 -3.500  0.242
H 1.920 -0.114 -3.675  0.311
H 3.394 0.661 -6.669  0.283

***

C24H11ClF5N3O8PtS as an isolated structure. Source: OMol25; level of theory: ωB97M-V with the def2-TZVPD basis set.

## Properties
**Charge**: +2
**Highest occupied orbital energy**: -14.062 eV
**Kohn-Sham gap**: 6.708 eV

Each line ends with the Mulliken charge.
Atoms and positions in Å:
Pt -1.357 -1.455 0.116  0.770
O -3.383 -1.654 3.982  -0.445
C -2.819 -2.329 2.992  0.012
O -1.777 -2.913 3.009  -0.461
C -3.726 -2.391 1.782  0.959
C -5.066 -2.744 1.927  -0.496
C -5.824 -3.020 0.810  -0.755
C -5.218 -2.966 -0.442  -0.664
C -3.899 -2.582 -0.518  1.317
N -3.170 -2.259 0.578  -0.130
C -3.084 -2.547 -1.757  0.460
O -3.534 -2.904 -2.919  -0.421
O -1.898 -2.197 -1.685  -0.557
H -2.813 -1.696 4.769  0.394
H -5.482 -2.809 2.923  0.504
H -6.865 -3.298 0.903  0.477
H -5.787 -3.221 -1.326  0.206
H -4.457 -3.197 -2.919  0.307
O 2.327 2.145 2.135  -0.673
C 2.681 1.882 0.980  0.560
O 3.588 2.564 0.343  -0.371
C 2.053 0.823 0.217  0.380
C 2.207 0.412 -1.110  0.073
Cl 3.374 0.807 -2.242  -0.078
N 1.210 -0.452 -1.391  0.528
N 0.420 -0.600 -0.311  -0.645
C 0.909 0.150 0.654  0.366
C 0.100 0.178 1.896  0.866
O 0.445 0.891 2.864  -0.575
O -0.940 -0.536 1.877  -0.609
C 0.967 -1.183 -2.610  -0.250
C 1.275 -2.532 -2.641  0.029
C 1.026 -3.233 -3.811  -0.799
C 0.487 -2.579 -4.911  -0.503
C 0.191 -1.223 -4.856  -0.800
C 0.429 -0.508 -3.693  -0.058
H 1.373 1.469 2.579  0.368
H 1.709 -3.019 -1.777  0.487
H 1.266 -4.286 -3.867  0.450
H 0.307 -3.129 -5.825  0.474
H -0.219 -0.719 -5.721  0.436
H 0.209 0.550 -3.629  0.507
F 4.748 6.855 2.435  -0.320
C 4.252 5.643 2.439  -0.347
C 4.541 4.289 1.960  0.403
F 5.668 3.633 2.252  -0.356
C 3.786 3.972 0.685  1.485
F 4.408 4.433 -0.412  -0.329
C 2.463 4.714 0.941  -0.267
S 1.228 4.742 -0.066  -0.229
C 2.717 5.342 2.260  1.082
F 1.889 6.262 2.751  -0.338
C 3.583 4.564 3.138  -0.083
F 3.485 3.857 4.243  -0.340

***

A 2-piece molecular cluster, HNOS2 overall at a distorted geometry. Source: OMol25; level of theory: ωB97M-V with the def2-TZVPD basis set.

## Properties
**Highest occupied orbital energy (spin up / spin down)**: -7.910 / -9.134 eV
**Kohn-Sham gap (spin up / spin down)**: 6.531 / 7.823 eV

Each line ends with the Mulliken charge.
Atoms and positions in Å:
N 0.317 0.391 -0.583  -0.135
O -0.178 -0.886 -0.524  -0.087
S -0.799 1.223 0.314  0.073
S -1.493 -0.761 0.527  0.125
H 2.153 0.034 0.266  0.024

***

Ordered relative energy (zero: lowest compared OMol25 entry of this formula, charge and spin) results: 188.5; 0.0; 468.6; unit kJ/mol.